1.
Entry from the Open Molecules 2025 dataset: 3 unconnected molecules or ions with the total composition C3H11N2S at a distorted geometry (ωB97M-V/def2-TZVPD).

XYZ file:
```
17
Properties=species:S:1:pos:R:3
N -2.526 2.904 1.642
C 1.019 -1.549 -0.727
C 1.793 -2.485 -1.312
S -1.418 -0.044 0.795
C 1.623 -0.288 -0.213
N 0.904 0.899 -0.915
H -3.461 2.964 1.614
H -2.204 3.094 2.609
H -2.338 1.860 1.451
H -0.074 -1.626 -0.702
H 2.892 -2.395 -1.376
H 1.349 -3.361 -1.741
H -2.154 -1.111 0.399
H 1.347 -0.207 0.861
H 2.731 -0.162 -0.339
H 0.471 0.497 -1.725
H 0.047 1.009 -0.322
```

Electronic energy = -628.102024 Eh
Relative energy (zero: lowest compared OMol25 entry of this formula, charge and spin) = 172.6 kcal per mole
Total charge = +1
E_LUMO = -9.69 eV
HOMO level = -0.5129 Ha
Gap between HOMO and LUMO = 4.27 eV

Mulliken atomic charges, in units of e:
1 N -0.5062
2 C 0.4804
3 C -0.8652
4 S -0.0870
5 C -0.5320
6 N -0.2751
7 H 0.2772
8 H 0.2988
9 H 0.1549
10 H -0.0120
11 H 0.2586
12 H 0.2837
13 H 0.2488
14 H 0.3789
15 H 0.3488
16 H 0.3793
17 H 0.1682


2.
Entry from the Open Molecules 2025 dataset: 2 unconnected molecules or ions with the total composition C3H11N2S at a distorted geometry (ωB97M-V/def2-TZVPD).

XYZ file:
```
17
Properties=species:S:1:pos:R:3
C -3.372 -1.215 0.478
C -2.873 0.171 0.659
S -1.056 0.356 0.161
H -3.052 -1.867 1.275
H -3.022 -1.532 -0.475
H -4.514 -1.222 0.439
H -3.462 0.724 -0.058
H -2.968 0.632 1.589
H -1.080 1.508 -0.493
N 2.136 0.648 -0.376
C 3.267 0.240 0.095
N 4.374 0.186 -0.774
H 2.006 1.244 -1.199
H 1.280 0.258 -0.099
H 3.205 -0.281 1.089
H 4.953 -0.638 -0.725
H 4.176 0.788 -1.586
```

Electronic energy = -628.315515 Eh
Relative energy (zero: lowest compared OMol25 entry of this formula, charge and spin) = 38.7 kcal per mole
Total charge = +1
E_LUMO = -4.63 eV
HOMO level = -0.4622 Ha
Gap between HOMO and LUMO = 7.94 eV

Mulliken atomic charges, in units of e:
1 C -1.0376
2 C -0.3782
3 S -0.2939
4 H 0.3133
5 H 0.3426
6 H 0.2899
7 H 0.3049
8 H 0.4275
9 H 0.1180
10 N -0.1146
11 C 0.2633
12 N -0.3782
13 H 0.2576
14 H 0.0212
15 H 0.3442
16 H 0.2809
17 H 0.2392


3.
Entry from the Open Molecules 2025 dataset: 2 unconnected molecules or ions with the total composition C3H11N2S at a distorted geometry (ωB97M-V/def2-TZVPD).

XYZ file:
```
17
Properties=species:S:1:pos:R:3
C 0.163 2.436 -1.641
S -0.105 0.940 -0.511
C -0.840 0.052 -1.896
H -0.781 3.138 -1.539
H 0.994 2.878 -1.177
H 0.276 1.958 -2.606
H -1.015 0.706 -2.759
H -1.589 -0.117 -1.112
H -0.462 -0.925 -2.311
N 1.447 -1.897 1.254
C 0.260 -1.743 1.938
N -0.645 -0.874 1.826
H 1.741 -1.280 0.533
H 1.701 -2.827 1.097
H 0.008 -2.493 2.708
H -0.889 -0.275 0.880
H -1.409 -0.885 2.495
```

Electronic energy = -628.275757 Eh
Relative energy (zero: lowest compared OMol25 entry of this formula, charge and spin) = 63.6 kcal per mole
Total charge = +1
E_LUMO = -3.78 eV
HOMO level = -0.4569 Ha
Gap between HOMO and LUMO = 8.66 eV

Mulliken atomic charges, in units of e:
1 C -0.8613
2 S -0.1184
3 C -0.7407
4 H 0.2915
5 H 0.3472
6 H 0.3130
7 H 0.4011
8 H 0.2293
9 H 0.2380
10 N -0.3365
11 C 0.2162
12 N -0.1745
13 H 0.2504
14 H 0.2647
15 H 0.3110
16 H 0.0897
17 H 0.2793


4.
Entry from the Open Molecules 2025 dataset: 2 unconnected molecules or ions with the total composition C3H11N2S at a distorted geometry (ωB97M-V/def2-TZVPD).

XYZ file:
```
17
Properties=species:S:1:pos:R:3
C -2.770 -0.481 2.286
C -2.789 -0.372 0.742
S -1.185 0.139 0.127
H -2.898 0.541 2.651
H -1.810 -0.886 2.621
H -3.491 -1.154 2.731
H -3.123 -1.290 0.273
H -3.570 0.339 0.465
H -1.003 1.085 1.062
N 1.899 0.760 -1.758
C 2.526 0.016 -0.851
N 3.813 -0.184 -0.875
H 2.124 0.844 -2.734
H 1.219 1.397 -1.359
H 1.910 -0.292 -0.009
H 4.303 -0.649 -0.123
H 4.424 0.116 -1.624
```

Electronic energy = -628.344402 Eh
Relative energy (zero: lowest compared OMol25 entry of this formula, charge and spin) = 20.6 kcal per mole
Total charge = +1
E_LUMO = -4.26 eV
HOMO level = -0.4483 Ha
Gap between HOMO and LUMO = 7.94 eV

Mulliken atomic charges, in units of e:
1 C -1.1368
2 C -0.3114
3 S -0.2983
4 H 0.3148
5 H 0.3136
6 H 0.3465
7 H 0.3412
8 H 0.2958
9 H 0.1523
10 N -0.3171
11 C 0.3238
12 N -0.2745
13 H 0.2439
14 H 0.2370
15 H 0.2569
16 H 0.2644
17 H 0.2477


5.
Entry from the Open Molecules 2025 dataset: a gas-phase ion, C3H11N2S (charge +1) at a distorted geometry (ωB97M-V/def2-TZVPD).

XYZ file:
```
17
Properties=species:S:1:pos:R:3
C 1.019 0.002 -1.324
C 0.797 0.075 0.110
C -0.557 -0.574 0.653
N -0.885 -1.908 0.410
N 0.858 1.468 0.586
S -1.971 0.526 -0.497
H 1.330 -0.980 -1.610
H 0.125 0.300 -1.778
H 1.759 0.781 -1.628
H 1.561 -0.478 0.792
H -0.678 -0.228 1.685
H -1.481 -2.416 1.089
H -1.274 -2.072 -0.552
H 0.964 1.647 1.636
H -0.062 1.840 0.387
H 1.619 2.098 0.031
H -3.124 -0.082 0.011
```

Electronic energy = -628.156840 Eh
Relative energy (zero: lowest compared OMol25 entry of this formula, charge and spin) = 12.2 kcal per mole
Total charge = +1
E_LUMO (spin up / spin down) = -3.64 / -6.57 eV
HOMO level (spin up / spin down) = -0.3307 / -0.4877 Ha
Gap between HOMO and LUMO (spin up / spin down) = 5.36 / 6.70 eV
Multiplicity = 3

Mulliken atomic charges, in units of e:
1 C -1.2554
2 C -0.0034
3 C -0.6111
4 N -0.3982
5 N -0.2831
6 S -0.2227
7 H 0.3383
8 H 0.3656
9 H 0.3911
10 H 0.3114
11 H 0.4542
12 H 0.2798
13 H 0.3020
14 H 0.4037
15 H 0.3162
16 H 0.3878
17 H 0.2236


6.
Entry from the Open Molecules 2025 dataset: 3 unconnected molecules or ions with the total composition C3H11N2S2 at a distorted geometry (ωB97M-V/def2-TZVPD).

XYZ file:
```
18
Properties=species:S:1:pos:R:3
C 1.266 -1.060 -0.421
C -3.178 0.061 0.362
C 0.788 0.171 0.270
N -4.362 0.551 -0.040
N -1.993 0.330 -0.071
S 1.412 1.700 -0.123
S 4.725 -0.027 0.176
H 0.407 -1.453 -1.057
H 2.072 -0.610 -1.211
H 1.560 -1.830 0.227
H -3.318 -0.625 1.201
H -5.082 0.554 0.619
H -4.419 1.214 -0.714
H 5.552 -1.030 0.259
H -1.943 1.050 -0.775
H -0.084 0.066 0.803
H 2.297 1.127 -0.919
H 4.301 -0.191 1.414
```

Electronic energy = -1026.454070 Eh
Relative energy (zero: lowest compared OMol25 entry of this formula, charge and spin) = 72.8 kcal per mole
Total charge = +1
E_LUMO = -5.71 eV
HOMO level = -0.4780 Ha
Gap between HOMO and LUMO = 7.29 eV

Mulliken atomic charges, in units of e:
1 C -0.8097
2 C 0.0783
3 C 0.0682
4 N -0.3588
5 N -0.5013
6 S 0.1341
7 S -0.3232
8 H 0.3180
9 H 0.2960
10 H 0.3071
11 H 0.2901
12 H 0.2241
13 H 0.1929
14 H 0.1891
15 H 0.1267
16 H 0.4602
17 H 0.1341
18 H 0.1740


7.
Entry from the Open Molecules 2025 dataset: a molecular structure, C3H11N3 at a distorted geometry (ωB97M-V/def2-TZVPD).

XYZ file:
```
17
Properties=species:S:1:pos:R:3
C 0.359 -2.411 -0.308
C 0.765 -0.980 -0.733
C -0.078 0.269 0.635
N -1.396 2.119 0.033
N 0.868 2.513 0.483
N -0.091 1.597 -0.038
H -0.749 -2.515 -0.209
H 0.604 -3.131 -1.183
H 0.978 -2.791 0.598
H 0.583 -0.618 -1.803
H 1.758 -0.775 -0.540
H -1.072 -0.033 0.995
H 0.735 0.050 1.344
H -2.076 1.350 0.199
H -1.638 2.532 -0.857
H 1.114 2.985 -0.428
H 0.634 3.224 1.146
```

Electronic energy = -285.000934 Eh
Relative energy (zero: lowest compared OMol25 entry of this formula, charge and spin) = 111.0 kcal per mole
E_LUMO = 1.15 eV
HOMO level = -0.2859 Ha
Gap between HOMO and LUMO = 8.92 eV

Mulliken atomic charges, in units of e:
1 C -0.8353
2 C -0.5948
3 C -0.7148
4 N -0.7123
5 N -0.6328
6 N 0.4628
7 H 0.2740
8 H 0.2902
9 H 0.2382
10 H 0.2946
11 H 0.3617
12 H 0.2852
13 H 0.3369
14 H 0.2465
15 H 0.2267
16 H 0.2297
17 H 0.2434


8.
Entry from the Open Molecules 2025 dataset: 2 unconnected molecules or ions with the total composition C3H11N3 at a distorted geometry (ωB97M-V/def2-TZVPD).

XYZ file:
```
17
Properties=species:S:1:pos:R:3
C -1.482 -0.281 -0.920
N -1.726 0.790 -0.277
C -2.640 0.583 0.899
H -1.098 -0.275 -1.919
H -1.928 -1.204 -0.518
H -2.016 0.451 1.764
H -3.214 -0.307 0.684
H -3.122 1.540 1.089
N 2.214 0.065 -1.264
C 2.168 0.222 0.213
N 1.850 -0.994 0.871
H 2.135 1.015 -1.644
H 1.274 -0.187 -1.583
H 3.145 0.615 0.567
H 1.418 0.982 0.422
H 0.886 -1.137 1.136
H 2.135 -1.878 0.480
```

Electronic energy = -285.099086 Eh
Relative energy (zero: lowest compared OMol25 entry of this formula, charge and spin) = 49.4 kcal per mole
E_LUMO = 0.99 eV
HOMO level = -0.3384 Ha
Gap between HOMO and LUMO = 10.20 eV
SMILES = C=NC.NCN

Mulliken atomic charges, in units of e:
1 C -0.4588
2 N -0.3344
3 C -0.7232
4 H 0.4099
5 H 0.2211
6 H 0.2797
7 H 0.3290
8 H 0.2629
9 N -0.6978
10 C -0.2536
11 N -0.5494
12 H 0.2696
13 H 0.2047
14 H 0.2784
15 H 0.3088
16 H 0.2098
17 H 0.2431


9.
Entry from the Open Molecules 2025 dataset: 2 unconnected molecules or ions with the total composition C3H11N3 at a distorted geometry (ωB97M-V/def2-TZVPD).

XYZ file:
```
17
Properties=species:S:1:pos:R:3
C -1.716 1.160 -2.252
C -1.706 -0.197 -1.889
N -0.656 -1.095 -1.524
H -0.801 1.806 -2.286
H -2.603 1.705 -2.466
H -2.749 -0.493 -1.620
H -0.097 -0.632 -0.731
H -0.939 -2.007 -1.197
N 1.132 0.250 0.370
C 1.241 -0.646 1.485
N 1.452 0.062 2.874
H 1.883 0.545 -0.185
H 0.533 0.964 0.646
H 2.122 -1.282 1.362
H 0.490 -1.343 1.375
H 0.516 0.241 3.269
H 1.898 0.965 2.771
```

Electronic energy = -285.088271 Eh
Relative energy (zero: lowest compared OMol25 entry of this formula, charge and spin) = 56.2 kcal per mole
E_LUMO = 0.90 eV
HOMO level = -0.3024 Ha
Gap between HOMO and LUMO = 9.13 eV
SMILES = C=CN.NCN

Mulliken atomic charges, in units of e:
1 C -0.6893
2 C 0.0281
3 N -0.5494
4 H 0.2194
5 H 0.2530
6 H 0.2188
7 H 0.3349
8 H 0.3017
9 N -0.5911
10 C -0.4262
11 N -0.6146
12 H 0.1735
13 H 0.2038
14 H 0.3017
15 H 0.3203
16 H 0.2557
17 H 0.2595


10.
Entry from the Open Molecules 2025 dataset: 2 unconnected molecules or ions with the total composition C3H11N3 at a distorted geometry (ωB97M-V/def2-TZVPD).

XYZ file:
```
17
Properties=species:S:1:pos:R:3
C -0.782 -0.393 -1.854
N -1.024 -1.091 -0.836
C -2.391 -1.490 -0.341
H 0.081 -0.347 -2.506
H -1.685 -0.057 -2.515
H -2.088 -1.673 0.686
H -3.192 -0.720 -0.413
H -2.709 -2.317 -0.987
N 1.167 0.016 1.727
C 1.985 0.882 0.865
N 1.306 1.953 0.091
H 0.569 -0.552 1.150
H 1.750 -0.501 2.359
H 2.382 0.215 0.103
H 2.697 1.357 1.542
H 1.610 2.796 0.573
H 0.323 1.923 0.358
```

Electronic energy = -285.082134 Eh
Relative energy (zero: lowest compared OMol25 entry of this formula, charge and spin) = 60.0 kcal per mole
E_LUMO = 1.13 eV
HOMO level = -0.3290 Ha
Gap between HOMO and LUMO = 10.09 eV
SMILES = C=NC.NCN

Mulliken atomic charges, in units of e:
1 C -0.2832
2 N -0.3233
3 C -0.7496
4 H 0.2628
5 H 0.2184
6 H 0.2751
7 H 0.3164
8 H 0.2954
9 N -0.6042
10 C -0.3121
11 N -0.6236
12 H 0.2279
13 H 0.2085
14 H 0.2367
15 H 0.3525
16 H 0.2652
17 H 0.2371


11.
Entry from the Open Molecules 2025 dataset: 2 unconnected molecules or ions with the total composition C3H11N3 at a distorted geometry (ωB97M-V/def2-TZVPD).

XYZ file:
```
17
Properties=species:S:1:pos:R:3
H -3.838 0.123 -1.406
N -3.484 -0.007 -0.461
C -2.216 0.142 -0.520
N -1.391 0.098 0.549
H -1.699 -0.062 -1.465
H -0.436 -0.253 0.556
H -1.797 0.139 1.471
C 2.804 -0.248 1.166
N 1.612 0.076 0.373
C 1.805 -0.050 -1.077
H 2.637 -1.117 1.801
H 3.677 -0.472 0.551
H 3.063 0.579 1.829
H 1.403 1.053 0.533
H 2.594 0.602 -1.477
H 0.859 0.167 -1.572
H 2.145 -1.062 -1.287
```

Electronic energy = -285.134042 Eh
Relative energy (zero: lowest compared OMol25 entry of this formula, charge and spin) = 27.5 kcal per mole
E_LUMO = 0.85 eV
HOMO level = -0.3253 Ha
Gap between HOMO and LUMO = 9.70 eV
SMILES = [H]/N=C/N.CNC

Mulliken atomic charges, in units of e:
1 H 0.2462
2 N -0.6676
3 C 0.1880
4 N -0.3670
5 H 0.1675
6 H 0.2697
7 H 0.2081
8 C -0.8628
9 N -0.3170
10 C -0.9146
11 H 0.2673
12 H 0.2691
13 H 0.3095
14 H 0.2485
15 H 0.3689
16 H 0.2202
17 H 0.3660


12.
Entry from the Open Molecules 2025 dataset: 2 unconnected molecules or ions with the total composition C3H11N3O at a distorted geometry (ωB97M-V/def2-TZVPD).

XYZ file:
```
18
Properties=species:S:1:pos:R:3
C 0.977 2.105 0.028
N 0.788 0.779 -0.543
C -0.556 0.229 -0.919
N -1.600 1.060 -0.519
O -0.634 -0.444 -1.942
H 0.563 2.876 -0.624
H 0.473 2.157 0.995
H 2.045 2.279 0.175
H 1.421 0.568 -1.308
H -2.475 0.755 -0.924
H -1.667 1.218 0.478
C 0.241 -2.495 0.667
N -0.160 -1.103 0.842
H 0.533 -2.660 -0.373
H 1.075 -2.736 1.332
H -0.581 -3.177 0.904
H -1.128 -1.093 1.164
H 0.684 -0.318 0.566
```

Electronic energy = -360.350142 Eh
Relative energy (zero: lowest compared OMol25 entry of this formula, charge and spin) = 54.8 kcal per mole
E_LUMO = 0.86 eV
HOMO level = -0.3003 Ha
Gap between HOMO and LUMO = 9.03 eV
SMILES = CNC(N)=O.CN

Mulliken atomic charges, in units of e:
1 C -0.8581
2 N -0.2881
3 C 0.4988
4 N -0.4830
5 O -0.6784
6 H 0.3221
7 H 0.2832
8 H 0.3202
9 H 0.2489
10 H 0.2550
11 H 0.2368
12 C -0.8297
13 N -0.5436
14 H 0.2480
15 H 0.2689
16 H 0.3078
17 H 0.2455
18 H 0.4456


Which of these has the lowest relative energy (zero: lowest compared OMol25 entry of this formula, charge and spin)?
number 5